(1)
The following is a DFT calculation (ωB97M-V/def2-TZVPD) of one molecule with the formula C7H15N.

XYZ file:
```
23
Properties=species:S:1:pos:R:3:lowdin_charge:R:1
C 1.27 0.83 -1.70 -0.25
C 2.62 0.79 -0.99 -0.11
C 0.28 -0.27 -1.28 -0.21
N 0.10 -0.28 0.19 -0.17
C -0.57 -1.53 0.62 -0.19
C -1.67 -1.16 1.63 -0.17
C -1.91 0.34 1.40 -0.18
C -0.68 0.89 0.66 -0.17
H 1.34 0.73 -2.78 0.10
H 0.83 1.82 -1.51 0.10
H 2.52 0.39 0.02 0.06
H 3.05 1.78 -0.98 0.06
H 3.37 0.19 -1.51 0.07
H 0.79 -1.19 -1.51 0.12
H -0.68 -0.07 -1.73 0.12
H 0.18 -2.16 1.09 0.10
H -0.93 -2.11 -0.23 0.11
H -1.29 -1.39 2.63 0.10
H -2.55 -1.78 1.50 0.10
H -2.15 0.79 2.37 0.10
H -2.84 0.50 0.86 0.10
H -1.02 1.54 -0.14 0.11
H -0.05 1.37 1.41 0.11
```

As for the frontier orbital gap: 9.365 eV. Its electronic energy is -8991.7428 eV. The value obtained for the LUMO energy is 1.1061 eV. Its SMILES is CCCN1CCCC1.

***

(2)
The following is a DFT calculation (ωB97M-V/def2-TZVPD) of one molecule with the formula C21H27N3O7S.

XYZ file:
```
59
Properties=species:S:1:pos:R:3:lowdin_charge:R:1
C 2.85 3.85 -3.99 -0.02
C 2.78 2.59 -4.90 -0.46
H 1.83 2.32 -5.43 0.13
H 3.56 2.82 -5.75 0.16
O 3.13 1.63 -4.34 0.00
C 2.57 1.01 -3.38 -0.36
C 3.29 0.13 -2.48 0.07
C 2.37 -0.66 -1.67 -0.09
C 1.07 -0.37 -1.52 -0.33
C 0.42 0.53 -2.21 -0.02
C 1.27 1.02 -3.35 0.00
H 0.65 1.84 -4.05 0.18
H -0.75 0.85 -2.08 0.17
S 0.29 -1.09 0.01 0.45
O 0.95 -0.69 1.08 -0.20
O -0.98 -0.43 0.02 -0.25
N 0.21 -2.55 -0.09 -0.24
C -0.93 -3.10 -0.72 -0.17
C -2.18 -3.39 0.29 -0.06
N -1.47 -3.48 1.70 -0.19
C -0.42 -4.22 1.51 -0.28
C 0.98 -3.53 0.84 0.02
H 1.40 -2.95 1.52 0.04
H 1.65 -4.24 0.47 0.09
H -0.75 -5.32 0.86 0.19
H -0.10 -4.55 2.66 0.15
C -1.51 -2.15 2.62 -0.10
H -1.16 -2.87 3.46 0.17
C -2.62 -1.43 2.74 -0.44
O -3.77 -2.29 3.24 -0.11
H -3.67 -3.29 2.71 0.19
C -2.63 -0.34 3.64 -0.19
O -1.46 0.44 3.43 -0.05
C -1.57 1.37 2.31 -0.15
C -0.31 1.82 1.84 0.02
C -0.20 2.28 0.63 -0.05
C -1.58 2.75 -0.15 0.04
C -2.42 2.32 0.60 -0.25
C -2.66 1.54 1.58 -0.06
H -3.48 1.17 1.88 0.07
H -3.50 2.59 0.10 0.18
H -1.08 3.35 -0.94 0.13
N 1.06 2.97 0.09 -0.42
O 1.03 3.41 -1.00 0.07
O 1.99 2.81 0.69 0.16
H 0.49 1.48 2.48 0.14
H -3.53 0.22 3.99 0.15
H -2.35 -0.75 4.87 0.22
H -3.06 -1.13 1.66 0.19
H -0.52 -1.60 2.15 0.15
H -2.81 -4.14 0.04 0.07
H -2.72 -2.37 0.24 0.11
H -1.45 -2.64 -1.53 0.12
H -0.78 -4.12 -1.05 0.11
H 2.93 -1.34 -0.72 0.19
H 4.38 -0.31 -2.60 0.15
H 2.07 3.76 -3.28 0.03
H 3.88 4.12 -3.70 0.10
H 2.50 4.64 -4.64 0.07
```

As for the frontier orbital gap: 8.624 eV. Its electronic energy is -51829.7869 eV. The value obtained for the LUMO energy is 0.1709 eV. Its SMILES is CCOc1ccc(S(=O)(=O)N2CCN(C[C@@H](O)COc3cccc([N+](=O)[O-])c3)CC2)cc1.

***

(3)
The following is a DFT calculation (ωB97M-V/def2-TZVPD) of a 14-piece molecular cluster, C69H175N9O23 overall.

XYZ file:
```
276
Properties=species:S:1:pos:R:3:lowdin_charge:R:1
C 5.26 -6.49 -6.29 -0.13
O 4.44 -6.18 -5.20 -0.19
C 4.27 -4.79 -4.93 -0.20
C 3.58 -4.51 -3.60 -0.23
N 4.35 -5.01 -2.48 -0.04
C 3.49 -5.06 -1.30 -0.19
C 4.02 -5.97 -0.17 -0.21
O 4.13 -7.31 -0.60 -0.20
C 4.70 -8.14 0.36 -0.14
H 6.33 -6.29 -6.23 0.09
H 4.89 -6.00 -7.19 0.08
H 5.17 -7.56 -6.48 0.09
H 3.65 -4.39 -5.73 0.11
H 5.27 -4.34 -4.97 0.12
H 2.61 -5.00 -3.66 0.11
H 3.51 -3.43 -3.50 0.11
H 4.77 -5.87 -2.79 0.11
H 2.49 -5.46 -1.51 0.11
H 3.33 -4.10 -0.81 0.10
H 3.34 -5.95 0.68 0.11
H 5.05 -5.77 0.13 0.12
H 4.19 -8.14 1.33 0.09
H 5.75 -7.86 0.49 0.08
H 4.80 -9.15 -0.03 0.09
C 4.09 0.25 4.87 -0.10
O 4.75 -0.15 6.07 -0.21
C 6.15 0.07 6.10 -0.22
C 6.74 -0.39 7.48 -0.18
N 7.15 -1.81 7.49 -0.06
C 6.06 -2.82 7.37 -0.19
C 6.60 -4.26 7.33 -0.21
O 7.28 -4.47 6.08 -0.19
C 8.31 -5.47 6.18 -0.10
H 3.09 -0.17 5.01 0.07
H 4.54 -0.04 3.92 0.08
H 4.08 1.34 4.78 0.07
H 6.40 1.08 5.77 0.11
H 6.60 -0.54 5.31 0.12
H 6.00 -0.07 8.21 0.11
H 7.64 0.21 7.55 0.11
H 7.71 -2.09 8.28 0.10
H 5.46 -2.59 6.49 0.10
H 5.41 -2.69 8.23 0.11
H 5.74 -4.94 7.39 0.11
H 7.17 -4.37 8.25 0.11
H 8.81 -5.58 5.22 0.09
H 7.88 -6.44 6.44 0.08
H 8.98 -5.22 7.00 0.08
C -4.41 -2.57 4.21 -0.10
O -3.56 -2.29 5.31 -0.17
C -2.44 -1.55 4.92 -0.22
C -1.56 -1.42 6.19 -0.19
N -2.20 -0.73 7.32 -0.06
C -1.39 -0.83 8.53 -0.17
C -2.30 -0.34 9.69 -0.17
O -3.37 -1.30 10.00 -0.19
C -4.26 -0.95 10.98 -0.15
H -3.93 -3.10 3.38 0.08
H -4.74 -1.63 3.77 0.07
H -5.30 -3.11 4.51 0.09
H -2.77 -0.60 4.53 0.11
H -1.80 -2.03 4.19 0.11
H -0.63 -0.92 5.90 0.08
H -1.21 -2.40 6.49 0.11
H -3.05 -1.25 7.49 0.11
H -0.40 -0.38 8.45 0.11
H -1.30 -1.88 8.81 0.12
H -2.64 0.69 9.54 0.11
H -1.72 -0.26 10.61 0.11
H -5.11 -1.64 10.99 0.09
H -4.62 0.07 11.07 0.09
H -3.72 -1.08 11.92 0.08
C -1.53 0.48 -2.26 -0.07
O -0.29 -0.06 -1.86 -0.21
C 0.03 -1.34 -2.38 -0.20
C 1.31 -1.72 -1.65 -0.15
N 1.13 -1.83 -0.18 -0.05
C 2.21 -1.12 0.53 -0.15
C 1.79 -0.93 2.06 -0.13
O 0.42 -0.44 2.07 -0.23
C 0.15 0.27 3.28 -0.10
H -1.95 1.30 -1.66 0.08
H -2.26 -0.33 -2.28 0.08
H -1.37 0.79 -3.29 0.08
H 0.24 -1.29 -3.45 0.10
H -0.77 -2.04 -2.15 0.12
H 1.97 -0.89 -1.88 0.08
H 1.70 -2.60 -2.16 0.10
H 0.30 -1.34 0.11 0.08
H 2.34 -0.15 0.05 0.09
H 3.09 -1.74 0.35 0.11
H 2.43 -0.26 2.63 0.09
H 1.81 -1.91 2.55 0.11
H -0.89 0.57 3.40 0.07
H 0.68 1.23 3.33 0.08
H 0.57 -0.23 4.15 0.07
C 3.54 8.01 -8.17 -0.08
O 3.14 6.64 -8.57 -0.20
C 1.98 6.66 -9.43 -0.22
C 1.52 5.21 -9.75 -0.22
N 1.04 4.53 -8.57 -0.07
C 0.57 3.16 -8.87 -0.18
C 0.16 2.42 -7.56 -0.23
O 1.18 2.28 -6.60 -0.17
C 0.78 1.78 -5.34 -0.10
H 3.81 8.08 -7.12 0.08
H 2.79 8.78 -8.32 0.08
H 4.48 8.25 -8.68 0.08
H 2.14 7.20 -10.36 0.11
H 1.20 7.18 -8.88 0.11
H 2.36 4.67 -10.19 0.12
H 0.68 5.27 -10.44 0.12
H 1.73 4.58 -7.84 0.11
H 1.37 2.56 -9.30 0.11
H -0.35 3.26 -9.46 0.12
H -0.39 1.52 -7.82 0.11
H -0.65 2.99 -7.09 0.11
H 0.35 0.78 -5.40 0.07
H -0.07 2.36 -4.98 0.07
H 1.52 1.85 -4.54 0.08
C -3.27 0.79 -6.07 -0.07
O -4.16 0.65 -4.94 -0.24
C -5.10 -0.40 -5.15 -0.19
C -5.95 -0.43 -3.80 -0.15
N -7.03 0.64 -3.85 -0.03
C -7.91 0.60 -2.68 -0.21
C -7.26 1.19 -1.44 -0.22
O -6.66 2.47 -1.73 -0.18
C -6.20 3.08 -0.55 -0.11
H -2.76 -0.17 -6.18 0.06
H -2.51 1.52 -5.79 0.07
H -3.87 1.02 -6.95 0.09
H -4.56 -1.34 -5.26 0.11
H -5.64 -0.15 -6.07 0.12
H -5.24 -0.35 -2.97 0.09
H -6.46 -1.38 -3.67 0.11
H -6.59 1.54 -3.73 0.07
H -8.14 -0.43 -2.39 0.11
H -8.86 1.09 -2.85 0.11
H -6.53 0.41 -1.22 0.09
H -7.98 1.19 -0.63 0.12
H -5.66 3.99 -0.80 0.09
H -5.50 2.37 -0.10 0.07
H -6.92 3.29 0.24 0.09
C 7.40 3.23 1.87 -0.12
O 6.09 3.42 1.39 -0.18
C 5.11 2.73 2.18 -0.23
C 3.65 3.10 2.02 -0.20
N 3.08 2.56 0.80 -0.03
C 1.64 2.71 0.75 -0.20
C 1.28 2.96 -0.72 -0.20
O 1.79 4.24 -1.16 -0.16
C 1.06 4.63 -2.30 -0.11
H 7.52 3.36 2.95 0.08
H 7.92 3.99 1.28 0.09
H 7.78 2.25 1.60 0.08
H 5.26 2.99 3.23 0.10
H 5.23 1.65 2.21 0.10
H 3.58 4.18 2.17 0.13
H 3.13 2.71 2.89 0.11
H 3.49 2.98 -0.02 0.11
H 1.21 3.52 1.33 0.12
H 1.23 1.75 1.09 0.09
H 0.19 3.03 -0.66 0.10
H 1.52 2.10 -1.34 0.11
H 1.64 5.40 -2.83 0.09
H 0.10 5.09 -2.07 0.07
H 0.94 3.85 -3.05 0.07
C -2.89 4.47 -1.90 -0.11
O -3.77 5.11 -2.82 -0.18
C -4.29 4.16 -3.78 -0.19
C -5.56 4.64 -4.53 -0.18
N -5.26 5.68 -5.54 -0.06
C -6.43 6.34 -5.98 -0.25
C -6.01 7.55 -6.77 -0.22
O -5.43 8.53 -5.88 -0.20
C -5.05 9.82 -6.38 -0.10
H -3.33 3.62 -1.37 0.05
H -2.62 5.20 -1.13 0.09
H -1.97 4.15 -2.39 0.07
H -4.63 3.23 -3.34 0.10
H -3.49 3.94 -4.49 0.12
H -6.28 4.99 -3.79 0.12
H -6.00 3.79 -5.06 0.12
H -4.68 6.37 -5.08 0.10
H -7.14 6.61 -5.19 0.12
H -7.02 5.69 -6.64 0.12
H -6.90 8.01 -7.19 0.11
H -5.44 7.28 -7.66 0.12
H -4.58 10.43 -5.61 0.08
H -5.92 10.39 -6.71 0.08
H -4.38 9.75 -7.23 0.08
C -2.48 2.13 1.10 -0.09
O -3.20 1.11 0.44 -0.23
C -2.82 -0.17 0.94 -0.18
C -3.75 -1.16 0.16 -0.18
N -5.03 -1.29 0.89 -0.05
C -5.83 -2.29 0.17 -0.17
C -7.33 -2.38 0.71 -0.24
O -8.03 -1.29 0.25 -0.21
C -9.45 -1.37 0.62 -0.06
H -2.45 2.06 2.19 0.09
H -3.01 3.00 0.71 0.07
H -1.48 2.21 0.68 0.07
H -2.92 -0.28 2.02 0.11
H -1.79 -0.26 0.59 0.10
H -3.22 -2.12 0.13 0.10
H -3.86 -0.83 -0.87 0.09
H -5.50 -0.40 0.79 0.09
H -5.27 -3.20 0.34 0.11
H -5.90 -2.04 -0.89 0.10
H -7.30 -2.37 1.80 0.12
H -7.73 -3.32 0.34 0.12
H -10.05 -0.63 0.09 0.08
H -9.61 -1.06 1.65 0.09
H -9.88 -2.34 0.37 0.09
C 1.76 -2.72 6.10 -0.04
C 1.56 -3.89 7.05 -0.52
C 2.24 -5.12 6.56 -0.06
O 1.87 -3.54 8.38 -0.02
H 2.82 -2.47 6.10 0.07
H 1.23 -1.83 6.45 0.06
H 1.40 -2.83 5.08 0.07
H 0.50 -4.15 6.93 0.12
H 3.29 -4.95 6.33 0.07
H 1.78 -5.53 5.66 0.09
H 2.34 -5.86 7.36 0.08
H 1.72 -4.25 9.00 0.09
C -0.53 -3.91 2.41 -0.08
C 0.02 -4.82 1.39 -0.48
C -0.96 -4.80 0.24 -0.05
O 1.35 -4.33 1.10 -0.07
H -1.53 -4.19 2.74 0.08
H -0.64 -2.99 1.83 0.07
H 0.12 -3.76 3.28 0.07
H 0.08 -5.83 1.80 0.14
H -0.44 -5.31 -0.58 0.08
H -1.33 -3.81 -0.02 0.06
H -1.88 -5.36 0.42 0.08
H 1.21 -3.55 0.57 0.01
C 0.58 2.48 7.22 -0.05
C -0.87 2.70 6.79 -0.48
C -1.08 3.91 5.89 -0.06
O -1.26 1.63 5.93 -0.08
H 0.64 1.55 7.78 0.06
H 0.93 3.29 7.85 0.08
H 1.25 2.41 6.36 0.08
H -1.48 2.79 7.69 0.13
H -0.65 3.79 4.89 0.07
H -0.73 4.84 6.34 0.08
H -2.13 4.09 5.63 0.07
H -1.65 0.97 6.50 0.03
C -0.29 -4.27 -4.73 -0.04
C 0.05 -3.32 -5.82 -0.55
C -0.94 -2.27 -5.98 -0.08
O 1.29 -2.72 -5.55 -0.04
H -0.06 -3.85 -3.75 0.07
H 0.37 -5.13 -4.79 0.08
H -1.33 -4.59 -4.72 0.09
H 0.11 -3.82 -6.78 0.14
H -1.15 -1.80 -5.02 0.07
H -1.86 -2.68 -6.39 0.09
H -0.51 -1.45 -6.57 0.08
H 1.60 -2.50 -6.43 0.10
C 4.17 0.42 -2.54 -0.04
C 5.43 0.71 -1.69 -0.46
C 5.48 0.05 -0.30 -0.05
O 6.59 0.38 -2.43 -0.05
H 3.25 0.77 -2.08 0.04
H 3.97 -0.60 -2.86 0.07
H 4.17 1.08 -3.40 0.08
H 5.51 1.80 -1.59 0.13
H 4.58 0.31 0.27 0.04
H 6.43 0.26 0.19 0.08
H 5.35 -1.03 -0.36 0.07
H 6.54 -0.56 -2.60 0.08
```

As for the frontier orbital gap: 8.994 eV. Its electronic energy is -134879.0114 eV. The value obtained for the LUMO energy is 0.4592 eV.

***

(4)
The following is a DFT calculation (ωB97M-V/def2-TZVPD) of C14H13NO4PdS as an isolated structure.

XYZ file:
```
34
Properties=species:S:1:pos:R:3:lowdin_charge:R:1
Pd 0.55 0.32 -1.23 0.84
O 2.63 0.94 -1.69 -0.24
N 2.68 1.94 -2.56 -0.22
C 3.76 2.77 -2.50 -0.02
C 3.87 3.86 -3.33 -0.09
C 2.89 4.09 -4.29 -0.07
C 1.80 3.21 -4.36 -0.11
C 1.67 2.17 -3.47 -0.68
S 0.24 1.19 -3.44 0.60
H 4.48 2.51 -1.74 0.13
H 4.71 4.52 -3.21 0.10
H 2.94 4.94 -4.96 0.10
H 1.01 3.34 -5.08 0.10
C -1.46 -5.53 2.10 -0.13
O -1.87 -4.51 2.96 -0.12
C -1.64 -3.21 2.53 -0.31
C -2.18 -2.17 3.30 -0.07
C -2.02 -0.87 2.90 -0.08
C -1.35 -0.50 1.70 -0.14
C -1.30 0.86 1.29 -0.46
C -2.18 1.88 1.99 -0.06
O -0.58 1.35 0.35 -0.19
C -0.76 -1.57 0.93 -0.38
O -0.12 -1.43 -0.18 -0.19
C -0.93 -2.89 1.39 0.00
H -1.80 -6.47 2.54 0.08
H -0.37 -5.56 1.98 0.09
H -1.92 -5.43 1.10 0.09
H -2.71 -2.41 4.21 0.09
H -2.40 -0.09 3.54 0.08
H -3.21 1.54 2.04 0.07
H -2.14 2.81 1.42 0.06
H -1.82 2.08 3.00 0.06
H -0.46 -3.65 0.78 0.10
```

The spin multiplicity is 4. The total charge is -1. As for the frontier orbital gap (alpha / beta): 3.452 / 6.086 eV. Its electronic energy is -38721.6200 eV. The value obtained for the LUMO energy (alpha / beta) is 2.5860 / 2.2655 eV.

***

Q: Which of these has the highest electronic energy?
A: C7H15N

***

Q: Look up the electronic energy of the second one.
A: -51829.7869 eV

***

Q: The highest electronic energy belongs to which entry?
A: C7H15N

***

Q: Among the records above, which one has the highest electronic energy?
A: C7H15N